No. 1
The following is a DFT calculation (wB97M-V/def2-TZVPD) of a molecular structure, C4H9NS at a distorted geometry.

CARTESIAN COORDINATES (ANGSTROEM)
C: 2.177 -0.645 -0.166
C: 0.791 -0.122 -0.321
C: 0.006 0.250 0.832
C: -1.506 0.240 0.592
H: 2.819 -0.728 -1.047
H: 2.512 0.304 0.556
H: 2.222 -1.668 0.253
H: 0.047 -0.552 -1.100
H: 0.280 -0.157 1.725
H: -2.090 -0.537 1.274
H: -2.013 1.290 0.989
H: -1.264 0.771 -1.630
H: -2.872 -0.168 -0.980
N: -1.923 0.031 -0.820
S: 0.816 1.692 -0.158

Calculated values
E_LUMO = 0.8568 eV
HOMO-LUMO gap = 9.406 eV
Relative energy (zero: lowest compared OMol25 entry of this formula, charge and spin) = 3.614 eV

Atomic partial charges in e from the natural (NBO) method, atoms 1 to 6: -0.635, -0.330, -0.240, -0.231, 0.226, 0.224



No. 2
The following is a DFT calculation (wB97M-V/def2-TZVPD) of a molecular structure, CH7NOSi2 at a distorted geometry.

CARTESIAN COORDINATES (ANGSTROEM)
C: 0.635 -0.426 0.066
N: -0.167 -1.375 0.011
O: -1.517 -1.138 0.097
Si: 2.506 -0.239 -0.052
Si: -2.445 0.188 -0.075
H: 0.213 0.932 0.194
H: 3.665 -1.178 -0.283
H: 2.533 0.884 -1.008
H: 2.608 0.708 1.134
H: -1.698 1.148 -0.886
H: -3.648 -0.361 -0.404
H: -2.685 0.856 1.207

Calculated values
E_LUMO = 0.7149 eV
HOMO-LUMO gap = 10.775 eV
Relative energy (zero: lowest compared OMol25 entry of this formula, charge and spin) = 3.735 eV

Atomic partial charges in e from the natural (NBO) method, atoms 1 to 6: -0.315, -0.107, -0.723, 0.803, 1.203, 0.157



No. 3
The following is a DFT calculation (wB97M-V/def2-TZVPD) of 4 unconnected molecules or ions with the total composition C37H68BN3O9PS5 at a distorted geometry.

CARTESIAN COORDINATES (ANGSTROEM)
C: 7.708 -2.774 4.051
C: 8.444 -3.802 3.149
C: 8.910 -3.159 1.794
C: 7.808 -3.353 0.727
C: 7.982 -2.452 -0.531
C: 7.966 -0.955 -0.074
C: 7.430 0.000 -1.170
C: 5.886 0.021 -1.291
C: 5.189 0.513 0.004
C: 3.631 0.378 -0.056
C: 3.128 1.107 -1.329
C: 1.556 1.272 -1.379
N: 0.868 0.279 -0.536
C: 0.384 0.619 0.684
P: 0.576 2.327 1.437
N: 1.927 2.320 2.257
C: -0.287 -0.338 1.502
S: -0.888 0.098 3.143
C: -0.466 -1.666 1.035
C: -1.165 -2.694 1.909
O: -2.231 -3.130 1.649
O: -0.411 -3.096 3.015
N: -0.943 -4.331 3.460
C: -0.052 -5.037 3.948
S: 1.279 -5.795 4.374
C: 0.055 -1.999 -0.263
C: -0.162 -3.429 -0.749
C: 0.832 -4.450 -0.067
C: 0.022 -5.734 0.267
C: 0.866 -7.041 0.354
C: 0.732 -0.997 -1.001
B: 1.337 -1.462 -2.438
O: 2.679 -1.664 -2.652
C: 0.316 -1.641 -3.641
C: -0.761 -0.496 -3.620
H: 7.867 -3.001 5.119
H: 6.614 -2.794 3.905
H: 8.051 -1.746 3.863
H: 7.836 -4.696 2.940
H: 9.354 -4.126 3.679
H: 9.126 -2.102 2.017
H: 9.871 -3.622 1.508
H: 6.837 -3.085 1.180
H: 7.804 -4.423 0.462
H: 8.956 -2.703 -0.982
H: 7.201 -2.651 -1.285
H: 7.396 -0.875 0.864
H: 9.011 -0.705 0.171
H: 7.850 1.015 -1.065
H: 7.826 -0.385 -2.130
H: 5.466 -0.982 -1.510
H: 5.640 0.650 -2.162
H: 5.418 1.583 0.162
H: 5.519 -0.030 0.901
H: 3.299 -0.672 -0.013
H: 3.246 0.927 0.821
H: 3.390 0.546 -2.238
H: 3.579 2.111 -1.376
H: 1.173 1.242 -2.410
H: 1.356 2.295 -1.040
H: -0.485 2.586 2.327
H: 0.492 3.299 0.418
H: 1.757 2.499 3.240
H: -0.428 -0.948 3.893
H: -0.202 -3.540 -1.838
H: -1.161 -3.722 -0.384
H: 1.099 -3.975 0.898
H: 1.729 -4.629 -0.671
H: -0.710 -5.863 -0.552
H: -0.594 -5.610 1.171
H: 0.821 -7.488 1.359
H: 1.895 -6.942 -0.014
H: 0.379 -7.785 -0.302
H: 3.167 -1.858 -1.842
H: 0.839 -1.619 -4.614
H: -0.219 -2.604 -3.612
H: -1.465 -0.609 -4.456
H: -0.278 0.488 -3.751
H: -1.360 -0.548 -2.700
C: -0.728 7.808 3.108
C: 0.623 7.924 2.393
C: 0.917 6.564 1.747
S: -0.679 5.820 1.405
O: -0.819 4.631 2.225
O: -0.896 5.777 -0.020
C: -1.666 7.125 2.118
H: -1.110 8.782 3.412
H: -0.620 7.193 4.005
H: 0.561 8.693 1.620
H: 1.419 8.212 3.077
H: 1.468 6.667 0.815
H: 1.457 5.905 2.426
H: -2.554 6.703 2.584
H: -1.951 7.801 1.312
C: -5.777 -0.267 -1.199
C: -5.913 1.107 -1.861
C: -5.113 1.069 -3.169
S: -5.119 -0.643 -3.708
O: -3.764 -1.149 -3.657
O: -5.928 -0.769 -4.893
C: -6.020 -1.286 -2.306
H: -6.482 -0.391 -0.380
H: -4.766 -0.385 -0.796
H: -6.964 1.299 -2.078
H: -5.562 1.906 -1.208
H: -5.565 1.686 -3.941
H: -4.077 1.370 -3.014
H: -5.658 -2.283 -2.063
H: -7.075 -1.324 -2.580
C: -10.912 3.244 -1.593
C: -11.525 2.727 -0.286
C: -11.034 1.289 -0.085
S: -9.443 1.185 -0.907
O: -9.555 0.274 -2.020
O: -8.401 1.053 0.084
C: -9.438 2.857 -1.541
H: -11.038 4.321 -1.701
H: -11.395 2.760 -2.445
H: -11.189 3.351 0.545
H: -12.614 2.770 -0.307
H: -10.908 1.046 0.967
H: -11.700 0.567 -0.555
H: -8.951 2.881 -2.514
H: -8.891 3.479 -0.831

Calculated values
Charge = +1
E_LUMO = -3.9340 eV
HOMO-LUMO gap = 7.500 eV

Atomic partial charges in e from the Löwdin method, atoms 1 to 6: -0.116, -0.251, -0.222, -0.221, -0.196, -0.212



No. 4
The following is a DFT calculation (wB97M-V/def2-TZVPD) of a molecular structure, C34H45BrClF9N4O5SSi2TeTi.

CARTESIAN COORDINATES (ANGSTROEM)
Ti: 0.225 -1.570 -0.246
C: 1.420 1.173 2.947
C: 1.219 0.005 2.036
N: 0.205 -0.037 1.142
O: -0.644 1.110 1.183
C: 2.008 -1.121 1.989
C: 3.181 -1.455 2.853
N: 1.603 -1.997 1.007
O: 2.201 -3.180 0.905
H: 1.306 2.114 2.401
H: 2.422 1.148 3.374
H: 0.694 1.184 3.768
H: -1.246 0.909 0.439
H: 3.131 -0.934 3.812
H: 4.132 -1.200 2.373
H: 3.193 -2.532 3.026
Cl: 6.846 0.491 0.883
C: 5.261 0.286 0.139
C: 4.987 -0.863 -0.590
C: 3.744 -1.020 -1.172
C: 2.733 -0.049 -1.046
C: 1.399 -0.232 -1.614
C: 3.054 1.092 -0.289
C: 4.297 1.264 0.301
H: 5.738 -1.638 -0.680
H: 3.518 -1.942 -1.695
H: 1.392 -0.742 -2.581
H: 0.869 0.720 -1.689
H: 2.293 1.856 -0.158
H: 4.516 2.149 0.886
C: -2.283 6.874 1.112
Si: -0.931 7.045 -0.178
C: 0.699 7.390 0.682
C: -1.348 8.541 -1.253
C: -0.793 5.514 -1.225
Te: -0.388 3.718 -0.061
C: -2.481 3.374 0.250
Si: -3.144 2.847 1.940
C: -4.737 3.853 2.143
C: -2.004 3.351 3.333
C: -3.618 1.035 2.009
H: -2.319 7.764 1.748
H: -2.097 6.008 1.751
H: -3.266 6.752 0.651
H: 0.623 8.276 1.319
H: 1.498 7.566 -0.044
H: 0.991 6.543 1.306
H: -1.417 9.458 -0.661
H: -2.305 8.397 -1.762
H: -0.583 8.693 -2.019
H: 0.017 5.601 -1.953
H: -1.706 5.308 -1.789
H: -2.807 2.669 -0.520
H: -2.937 4.343 0.032
H: -4.532 4.927 2.121
H: -5.228 3.620 3.092
H: -5.443 3.627 1.338
H: -1.785 4.421 3.305
H: -1.064 2.804 3.257
H: -2.465 3.121 4.298
H: -4.637 0.907 2.383
H: -2.937 0.476 2.654
H: -3.565 0.573 1.020
F: 0.537 -3.806 -4.410
C: 0.895 -4.532 -3.335
F: 0.881 -5.828 -3.722
F: 2.155 -4.220 -3.049
C: -0.048 -4.232 -2.120
O: 0.258 -3.045 -1.618
C: 0.121 -5.384 -1.071
F: 1.403 -5.700 -0.895
F: -0.516 -6.523 -1.448
F: -0.389 -5.029 0.106
C: -1.531 -4.243 -2.631
F: -2.392 -4.338 -1.608
F: -1.805 -5.263 -3.476
F: -1.816 -3.115 -3.285
Br: -3.672 -5.474 5.786
C: -2.419 -4.758 4.536
C: -1.066 -4.989 4.736
C: -0.160 -4.469 3.824
C: -0.596 -3.733 2.733
C: -1.957 -3.510 2.558
C: -2.882 -4.026 3.463
C: -2.422 -2.693 1.398
O: -3.695 -2.477 1.307
O: -1.636 -2.232 0.582
H: -0.734 -5.567 5.587
H: 0.901 -4.640 3.952
H: 0.124 -3.340 2.024
H: -3.936 -3.843 3.315
C: -3.185 -0.500 -4.290
N: -3.798 -0.906 -3.047
C: -5.002 -1.570 -2.936
C: -5.164 -1.823 -1.616
N: -4.091 -1.326 -0.915
C: -3.252 -0.772 -1.799
S: -1.740 0.033 -1.574
H: -3.609 0.440 -4.650
H: -3.336 -1.280 -5.037
H: -2.121 -0.363 -4.116
H: -5.606 -1.803 -3.795
H: -5.966 -2.342 -1.118
H: -3.837 -1.886 0.374

Calculated values
Charge = -2
E_LUMO (spin up / spin down) = 3.5076 / 3.5076 eV
HOMO-LUMO gap (spin up / spin down) = 3.764 / 3.778 eV
Relative energy (zero: lowest compared OMol25 entry of this formula, charge and spin) = 0.000 eV

Atomic partial charges in e from the Löwdin method, atoms 1 to 6: 0.919, -0.035, -0.332, -0.122, -0.271, -0.314



No. 5
The following is a DFT calculation (wB97M-V/def2-TZVPD) of a molecular structure, C29H25Cl6GeN4O4SiTc at a distorted geometry.

CARTESIAN COORDINATES (ANGSTROEM)
Tc: -0.128 0.123 -0.238
Cl: -4.041 -0.262 5.503
C: -3.446 -0.472 3.881
C: -2.249 0.126 3.532
C: -1.746 -0.032 2.244
N: -0.531 0.466 1.753
C: 0.404 1.114 2.500
O: 0.428 1.290 3.706
C: 1.494 1.719 1.631
C: 2.499 2.461 2.209
C: 3.444 3.060 1.391
C: 3.310 2.945 0.020
C: 2.267 2.195 -0.496
N: 1.399 1.554 0.296
C: -2.464 -0.762 1.286
C: -3.652 -1.380 1.661
C: -4.137 -1.239 2.948
Cl: -5.621 -2.052 3.364
N: -1.835 -0.896 0.024
C: -2.406 -1.737 -0.940
O: -3.578 -1.774 -1.219
C: -1.436 -2.760 -1.511
C: -1.862 -3.644 -2.484
C: -1.006 -4.664 -2.858
C: 0.229 -4.768 -2.241
C: 0.577 -3.818 -1.292
N: -0.241 -2.834 -0.931
H: -1.692 0.691 4.261
H: 2.502 2.551 3.287
H: 4.266 3.622 1.820
H: 4.005 3.416 -0.662
H: 2.124 2.084 -1.559
H: -4.218 -1.963 0.952
H: -2.841 -3.512 -2.926
H: -1.298 -5.370 -3.627
H: 0.925 -5.556 -2.502
H: 1.548 -3.834 -0.804
Cl: 8.013 -2.054 2.187
C: 6.472 -1.756 1.409
C: 6.440 -1.483 0.049
C: 5.219 -1.218 -0.555
C: 4.046 -1.229 0.189
C: 4.099 -1.528 1.544
C: 5.314 -1.790 2.165
C: 2.736 -0.839 -0.455
O: 2.773 -0.347 -1.581
O: 1.706 -1.014 0.300
H: 7.359 -1.475 -0.522
H: 5.155 -0.987 -1.612
H: 3.177 -1.543 2.114
H: 5.366 -2.017 3.222
Cl: 0.991 1.622 -3.722
Si: 0.162 -0.080 -2.736
Cl: 1.106 -1.653 -3.794
Cl: -1.704 -0.203 -3.767
C: -4.237 1.742 0.218
Ge: -2.930 2.466 -1.024
C: -3.617 2.206 -2.819
C: -2.868 4.408 -0.758
C: -1.062 1.987 -0.637
H: -5.170 2.307 0.131
H: -3.888 1.794 1.254
H: -4.439 0.698 -0.029
H: -4.404 2.950 -2.985
H: -4.043 1.209 -2.930
H: -2.842 2.333 -3.574
H: -3.848 4.854 -0.955
H: -2.140 4.858 -1.440
H: -2.575 4.652 0.267
H: -0.875 2.552 0.282
H: -0.485 2.491 -1.421

Calculated values
Charge = -1
E_LUMO (spin up / spin down) = 1.0526 / 1.5100 eV
HOMO-LUMO gap (spin up / spin down) = 6.473 / 6.644 eV
Expectation value of S² = 0.826
Multiplicity = 2
Relative energy (zero: lowest compared OMol25 entry of this formula, charge and spin) = 1.272 eV

Atomic partial charges in e from the Löwdin method, atoms 1 to 6: 1.362, 0.640, -0.679, -0.036, -0.199, -0.025



No. 6
The following is a DFT calculation (wB97M-V/def2-TZVPD) of a molecular structure, C49H38Br2N4O4Pd.

CARTESIAN COORDINATES (ANGSTROEM)
Pd: -1.202 -1.415 0.170
C: 5.308 -4.992 6.700
O: 5.226 -3.726 6.053
C: 4.197 -3.505 5.215
C: 3.195 -4.432 4.933
C: 2.181 -4.096 4.045
C: 2.149 -2.844 3.447
C: 3.153 -1.918 3.738
C: 4.170 -2.246 4.610
C: 1.057 -2.476 2.507
C: 0.066 -1.666 2.936
C: -0.133 -1.231 4.302
C: -1.339 -0.632 4.348
C: -1.881 -0.685 3.007
N: -1.037 -1.250 2.172
C: -3.188 -0.105 2.643
C: -3.551 0.140 1.351
C: -4.771 0.773 0.924
C: -4.686 0.923 -0.420
C: -3.441 0.335 -0.818
C: -3.033 0.199 -2.227
C: -3.803 0.960 -3.206
C: -4.322 0.337 -4.345
C: -5.055 1.043 -5.284
C: -5.257 2.412 -5.103
O: -5.933 3.199 -5.945
C: -6.483 2.623 -7.132
C: -4.739 3.054 -3.965
C: -4.047 2.337 -3.026
C: -2.036 -0.634 -2.644
N: -1.335 -1.533 -1.838
C: -0.584 -2.264 -2.647
C: 0.348 -3.323 -2.239
C: 0.872 -4.164 -3.303
C: -0.013 -4.741 -4.225
C: 0.428 -5.600 -5.212
C: 1.798 -5.865 -5.330
O: 2.337 -6.658 -6.256
C: 1.475 -7.349 -7.165
C: 2.704 -5.253 -4.450
C: 2.246 -4.438 -3.448
C: 0.780 -3.471 -0.947
C: 1.763 -4.410 -0.486
C: 2.018 -4.104 0.814
C: 1.135 -3.035 1.157
N: 0.389 -2.665 0.122
C: -0.714 -1.828 -4.011
C: -1.599 -0.805 -4.009
N: -2.778 -0.152 0.218
C: -4.053 0.286 3.752
C: -4.335 -0.642 4.761
C: -5.202 -0.339 5.794
C: -5.776 0.935 5.856
O: -6.602 1.345 6.821
C: -7.017 0.411 7.820
C: -5.472 1.888 4.874
C: -4.639 1.562 3.833
H: 6.200 -4.949 7.316
H: 5.408 -5.797 5.970
H: 4.436 -5.164 7.333
H: 3.193 -5.408 5.395
H: 1.408 -4.823 3.829
H: 3.140 -0.940 3.275
H: 4.956 -1.541 4.839
H: 0.561 -1.399 5.108
H: -1.824 -0.183 5.196
H: -5.593 1.052 1.558
H: -5.422 1.348 -1.079
H: -4.185 -0.729 -4.474
H: -5.466 0.527 -6.137
H: -6.972 3.440 -7.651
H: -7.215 1.854 -6.881
H: -5.693 2.209 -7.759
H: -4.898 4.118 -3.856
H: -3.646 2.848 -2.160
H: -1.074 -4.542 -4.141
H: -0.285 -6.048 -5.887
H: 2.127 -7.983 -7.757
H: 0.959 -6.639 -7.812
H: 0.759 -7.964 -6.619
H: 3.760 -5.431 -4.593
H: 2.958 -3.942 -2.801
H: 2.205 -5.203 -1.062
H: 2.721 -4.570 1.481
H: -0.159 -2.216 -4.846
H: -1.906 -0.199 -4.842
H: -3.896 -1.631 4.717
H: -5.416 -1.084 6.545
H: -7.768 0.927 8.409
H: -6.175 0.134 8.456
H: -7.456 -0.475 7.360
H: -5.895 2.878 4.967
H: -4.389 2.314 3.096
Br: -4.739 -3.067 -0.659
C: -3.960 -4.694 0.010
Br: -2.569 -4.382 1.301
H: -3.518 -5.227 -0.822
H: -4.740 -5.268 0.493

Calculated values
Charge = +2
E_LUMO = -7.9729 eV
HOMO-LUMO gap = 4.614 eV

Atomic partial charges in e from the Löwdin method, atoms 1 to 6: 1.018, -0.055, -0.060, -0.272, 0.009, -0.027